(1)
A structure of composition C3H3CaLi2O3 at a distorted geometry, computed with wB97M-V/def2-TZVPD.

CARTESIAN COORDINATES (ANGSTROEM)
O: -0.09775 -1.88599 -0.68730
Li: -1.15475 -3.29560 -0.57016
C: -0.14905 -0.73037 -0.14736
O: 1.11604 -0.32599 0.25424
C: 1.56261 0.96797 -0.29657
H: 2.01541 0.75188 -1.27809
H: 2.37719 1.27348 0.37897
Ca: -0.33577 2.05736 -0.13783
C: -1.62408 0.01470 0.15180
O: -2.02500 0.75924 -0.90824
Li: 0.14882 0.29186 2.01807
H: -1.83369 0.12147 1.22247

highest occupied orbital energy (spin up / spin down) = -9.410 / -9.412 eV
Kohn-Sham gap (spin up / spin down) = 0.1946 / 0.1946 Eh
LUMO (spin up / spin down) = -4.115 / -4.116 eV
charge = +1
strongest force on any atom = 4.2 eV Å⁻¹
DFT total energy = -1034.16069 hartree

Atomic partial charges in e from the Löwdin method, atoms 1 to 6:
1. O -0.1139
2. Li 0.8532
3. C -0.4506
4. O -0.2673
5. C -0.3351
6. H 0.0544


(2)
A cluster of 2 separate species, C4H10O3 in total at a distorted geometry, computed with wB97M-V/def2-TZVPD.

CARTESIAN COORDINATES (ANGSTROEM)
C: -1.33534 0.56797 1.31770
C: -0.27671 0.44411 0.25947
O: -0.22647 -0.89322 -0.24274
C: -0.49965 1.44168 -0.89368
C: 0.75092 1.82136 -1.60645
O: 1.66027 1.02259 -1.68261
H: -2.37840 0.54753 1.00175
H: -1.18440 1.51508 1.84312
H: -1.19903 -0.19660 2.07843
H: 0.67975 0.60202 0.76540
H: 0.25160 -0.88480 -1.08197
H: -1.14833 0.90920 -1.60559
H: -1.17553 2.24746 -0.59856
H: 0.92466 2.77926 -2.11551
O: 0.18831 -3.40626 2.14549
H: -0.41808 -4.09541 1.90677
H: 0.51269 -2.95731 1.35267

ΔE to the lowest compared entry with this formula, charge and spin = 122.7 kJ/mol
highest occupied orbital energy = -10.300 eV
Kohn-Sham gap = 0.4051 Eh
LUMO = 0.724 eV
SMILES = C[C@@H](O)CC=O.O
strongest force on any atom = 1.2 eV Å⁻¹
DFT total energy = -384.10290 hartree

Atomic partial charges in e from the Löwdin method, atoms 1 to 6:
1. C -0.0547
2. C -0.4384
3. O -0.0459
4. C -0.1128
5. C -0.2338
6. O 0.0438


(3)
An isolated molecule of C5H11NO at a distorted geometry, computed with wB97M-V/def2-TZVPD.

CARTESIAN COORDINATES (ANGSTROEM)
O: 0.55637 -1.11579 -2.19772
C: -0.16716 -1.35742 -0.96963
C: 0.44374 -0.60177 0.20414
C: -0.76541 -0.43208 1.24603
C: -0.60118 1.00885 1.72772
C: -0.15077 1.77699 0.46429
N: 0.75364 0.78913 -0.26521
H: -0.01688 -0.83547 -2.90499
H: 0.00656 -2.47316 -0.90136
H: -1.21523 -1.19776 -1.17925
H: 1.36898 -0.81698 0.73640
H: -0.57675 -1.21165 1.98853
H: -1.68304 -0.63085 0.71214
H: -1.53582 1.40219 2.14371
H: 0.28904 1.19972 2.35594
H: -1.01126 1.99143 -0.18284
H: 0.38542 2.68594 0.68994
H: 1.70721 0.94169 0.03824

ΔE to the lowest compared entry with this formula, charge and spin = 209.0 kJ/mol
highest occupied orbital energy = -8.780 eV
Kohn-Sham gap = 0.3602 Eh
LUMO = 1.021 eV
SMILES = OC[C@@H]1CCCN1
strongest force on any atom = 4.0 eV Å⁻¹
DFT total energy = -327.05173 hartree

Atomic partial charges in e from the Löwdin method, atoms 1 to 6:
1. O -0.0942
2. C -0.2145
3. C -0.2856
4. C -0.1418
5. C -0.1893
6. C -0.1922


(4)
A structure of composition C41H57AsN5OS2SeSi2Sn at a distorted geometry, computed with wB97M-V/def2-TZVPD.

CARTESIAN COORDINATES (ANGSTROEM)
Sn: -0.02323 -1.89816 0.06197
S: 1.89940 -0.50645 -0.86321
C: 1.71425 1.02230 -0.11274
N: 2.45390 2.02988 -0.47132
C: 2.34130 3.32635 0.21977
C: 0.89877 3.56990 0.54943
N: 0.40426 2.44736 1.34322
C: -0.56943 2.81430 2.39611
C: 0.11138 3.58869 3.49456
C: -0.26069 4.90040 3.75890
C: 0.36748 5.61239 4.77284
C: 1.37417 5.01625 5.51600
C: 1.75197 3.70482 5.25209
C: 1.12102 2.99172 4.24632
C: 0.75576 1.23025 1.05285
S: 0.23781 -0.10839 1.97614
C: 3.53647 1.96215 -1.48110
C: 4.87040 2.19107 -0.81658
C: 5.30246 1.33200 0.19096
C: 6.52331 1.54285 0.80869
C: 7.32308 2.61109 0.41802
C: 6.89782 3.46591 -0.58647
C: 5.66877 3.25970 -1.20016
H: 2.72895 4.09166 -0.44874
H: 2.96641 3.30898 1.11515
H: 0.26927 3.63843 -0.34511
H: 0.79571 4.47141 1.14988
H: -1.04038 1.90321 2.75296
H: -1.32468 3.42308 1.89470
H: -1.05299 5.36652 3.18383
H: 0.06765 6.63013 4.98193
H: 1.86199 5.56949 6.30686
H: 2.53014 3.23847 5.84123
H: 1.40398 1.96068 4.05638
H: 3.32964 2.74734 -2.20952
H: 3.47716 1.00256 -1.98617
H: 4.68227 0.49001 0.48680
H: 6.86217 0.87379 1.58844
H: 8.27963 2.77235 0.89592
H: 7.52057 4.29453 -0.89448
H: 5.34122 3.92858 -1.98789
C: -5.18599 -2.75017 -0.08957
Si: -3.57113 -1.84479 -0.34007
C: -3.41692 -1.28038 -2.10724
C: -3.32578 -0.55367 0.98575
C: -2.18305 -3.18974 -0.10493
C: -1.66667 -3.77638 -1.36922
C: -2.45053 -4.71041 -2.05510
C: -1.91193 -5.31235 -3.18101
C: -0.63423 -4.96791 -3.61463
C: 0.05992 -4.02151 -2.89619
N: -0.45474 -3.44626 -1.80068
Si: -1.90660 -4.29800 1.46678
C: -0.50349 -5.46911 1.09819
C: -1.57989 -3.20155 2.94553
C: -3.51312 -5.23219 1.63958
H: -5.98767 -2.06310 -0.37823
H: -5.35919 -3.03441 0.94525
H: -5.28611 -3.63363 -0.72121
H: -4.14119 -0.48399 -2.29794
H: -3.63324 -2.09536 -2.80213
H: -2.43067 -0.88110 -2.32396
H: -3.97495 0.29715 0.76560
H: -2.31259 -0.16982 1.01920
H: -3.59942 -0.93404 1.97277
H: -3.44116 -4.96724 -1.71005
H: -2.49409 -6.04639 -3.72289
H: -0.19817 -5.41728 -4.49451
H: 1.04880 -3.69760 -3.19357
H: 0.43790 -4.94445 0.95538
H: -0.69902 -6.06766 0.20626
H: -0.38828 -6.16366 1.93492
H: -0.77377 -2.48029 2.77999
H: -1.28406 -3.83615 3.78525
H: -2.46855 -2.65069 3.25602
H: -3.77907 -5.79375 0.74333
H: -4.34315 -4.58568 1.91048
H: -3.38703 -5.95982 2.44728
C: 3.49220 -5.04461 1.32574
As: 2.58480 -3.51098 2.00064
C: 3.77246 -2.01766 2.09256
C: 1.83194 -3.86879 3.71721
O: 1.31052 -3.16700 0.92913
H: 4.34888 -5.26137 1.96364
H: 3.82993 -4.83925 0.31172
H: 2.80907 -5.89208 1.32560
H: 4.62147 -2.26988 2.72734
H: 3.23503 -1.16544 2.50562
H: 4.11750 -1.78980 1.08545
H: 2.63277 -4.05807 4.43186
H: 1.19123 -4.74591 3.64508
H: 1.25106 -3.00572 4.03834
C: -3.83123 3.62718 -1.84594
N: -2.93470 3.14380 -2.88209
C: -1.93554 2.26051 -2.73430
Se: -1.41640 1.40547 -1.16748
N: -1.36556 2.08415 -3.94137
C: -2.00407 2.86786 -4.90078
C: -1.79801 3.03948 -6.26163
C: -2.64431 3.92351 -6.90533
C: -3.65474 4.60889 -6.21882
C: -3.85694 4.43545 -4.86204
C: -3.00609 3.54694 -4.21946
H: -3.56948 3.14518 -0.90881
H: -4.85960 3.38488 -2.10993
H: -3.73111 4.70727 -1.74768
H: -0.60649 1.44240 -4.09300
H: -1.02029 2.51173 -6.79636
H: -2.52423 4.09094 -7.96655
H: -4.29178 5.29044 -6.76491
H: -4.63859 4.96626 -4.33630

ΔE to the lowest compared entry with this formula, charge and spin = 0.0 kJ/mol
highest occupied orbital energy = -14.283 eV
Kohn-Sham gap = 0.1954 Eh
LUMO = -8.966 eV
charge = +3
strongest force on any atom = 2.3 eV Å⁻¹
DFT total energy = -8171.69874 hartree

Atomic partial charges in e from the Löwdin method, atoms 1 to 6:
1. Sn 0.9932
2. S 0.7108
3. C -0.6323
4. N -0.0554
5. C -0.0517
6. C -0.0873


(5)
A cluster of 2 separate species, C4H8ClNOS in total at a distorted geometry, computed with wB97M-V/def2-TZVPD.

CARTESIAN COORDINATES (ANGSTROEM)
Cl: -3.45051 -0.55310 -0.60895
C: -1.77970 -0.70753 -0.03310
C: -1.43256 -0.09552 1.32679
O: -0.28352 0.55126 0.76092
C: -0.74334 0.28183 -0.57181
H: -1.48950 -1.75337 -0.13537
H: -2.18265 0.62328 1.67972
H: -1.16627 -0.78808 2.13244
H: 0.04729 -0.12314 -1.21183
H: -1.19390 1.16448 -1.04294
C: 2.13015 1.20809 -0.55301
N: 1.77624 0.00168 -0.37391
S: 3.03660 -1.13000 -0.11088
H: 1.34117 1.94002 -0.72107
H: 3.16445 1.56598 -0.55191
H: 2.22606 -2.18588 0.01490

ΔE to the lowest compared entry with this formula, charge and spin = 326.2 kJ/mol
highest occupied orbital energy = -9.150 eV
Kohn-Sham gap = 0.3634 Eh
LUMO = 0.739 eV
SMILES = ClC1COC1.C=NS
strongest force on any atom = 2.3 eV Å⁻¹
DFT total energy = -1145.47827 hartree

Atomic partial charges in e from the Löwdin method, atoms 1 to 6:
1. Cl 0.5948
2. C -0.6434
3. C -0.1852
4. O -0.1576
5. C -0.2395
6. H 0.1009


(6)
A structure of composition C2H5KLiO at a distorted geometry, computed with wB97M-V/def2-TZVPD.

CARTESIAN COORDINATES (ANGSTROEM)
H: -2.65414 -2.41699 -0.98818
O: 1.40912 0.08976 -0.11775
C: 0.23391 0.83761 -0.16538
C: -0.91143 0.17037 0.51961
H: -0.06267 1.06189 -1.21182
H: 0.37910 1.84140 0.30493
H: -1.94248 0.43406 0.27449
H: -0.72996 -0.38863 1.44425
K: 1.24573 -2.35245 -0.09416
Li: 3.03282 0.72298 0.03401

highest occupied orbital energy (spin up / spin down) = -5.707 / -3.935 eV
Kohn-Sham gap (spin up / spin down) = 0.1612 / 0.0921 Eh
multiplicity = 2
LUMO (spin up / spin down) = -1.321 / -1.430 eV
strongest force on any atom = 1.6 eV Å⁻¹
DFT total energy = -761.71755 hartree

Atomic partial charges in e from the Löwdin method, atoms 1 to 6:
1. H -0.2984
2. O -0.6467
3. C -0.5329
4. C -0.0400
5. H 0.1008
6. H 0.0890


Q: The highest DFT total energy belongs to which entry?
A: C5H11NO


Q: Which formula does entry 6 have?
A: C2H5KLiO


Please write out number 1 again, unchanged.
A structure of composition C3H3CaLi2O3 at a distorted geometry, computed with wB97M-V/def2-TZVPD.

CARTESIAN COORDINATES (ANGSTROEM)
O: -0.09775 -1.88599 -0.68730
Li: -1.15475 -3.29560 -0.57016
C: -0.14905 -0.73037 -0.14736
O: 1.11604 -0.32599 0.25424
C: 1.56261 0.96797 -0.29657
H: 2.01541 0.75188 -1.27809
H: 2.37719 1.27348 0.37897
Ca: -0.33577 2.05736 -0.13783
C: -1.62408 0.01470 0.15180
O: -2.02500 0.75924 -0.90824
Li: 0.14882 0.29186 2.01807
H: -1.83369 0.12147 1.22247

highest occupied orbital energy (spin up / spin down) = -9.410 / -9.412 eV
Kohn-Sham gap (spin up / spin down) = 0.1946 / 0.1946 Eh
LUMO (spin up / spin down) = -4.115 / -4.116 eV
charge = +1
strongest force on any atom = 4.2 eV Å⁻¹
DFT total energy = -1034.16069 hartree

Atomic partial charges in e from the Löwdin method, atoms 1 to 6:
1. O -0.1139
2. Li 0.8532
3. C -0.4506
4. O -0.2673
5. C -0.3351
6. H 0.0544


Q: Which of these has the lowest strongest force on any atom?
A: C4H10O3